1.
Entry from the OMol25 dataset: 2 unconnected molecules or ions with the total composition C4H13N2O at a distorted geometry (the ωB97M-V functional and the def2-TZVPD basis).

```
! wB97M-V def2-TZVPD RIJCOSX def2/J DEFGRID3
* xyz 1 1
O -2.518 -0.512 -0.351
N 2.185 -1.634 0.048
N 0.411 -0.212 -0.842
C 1.033 -1.036 0.280
C 0.901 0.439 0.406
C -3.273 0.331 0.449
C 1.988 1.432 0.019
H -2.991 -1.358 -0.235
H -4.272 -0.230 0.593
H -2.723 0.548 1.348
H 2.083 -2.187 -0.735
H 0.190 -1.450 0.685
H 2.918 0.941 -0.353
H 0.777 -0.003 -1.707
H 1.591 2.252 -0.613
H 2.462 1.952 0.828
H -3.476 1.290 -0.068
H -0.502 -0.308 -0.962
H 3.060 -1.229 0.209
H 0.156 0.973 1.000
*
```

Computed properties:
- M (g mol⁻¹) = 105.16
- energy relative to the best compared isomer or geometry (same formula, charge and spin) (eV) = 3.850
- strongest force on any atom (eV/Å) = 5.70

Partial charges, natural (NBO), in e: -0.77 -0.80 -0.54 0.16 -0.04 -0.25 -0.67 0.49 0.19 0.17 0.39 0.21 0.23 0.42 0.25 0.26 0.19 0.43 0.41 0.25



2.
Entry from the OMol25 dataset: 2 unconnected molecules or ions with the total composition C4H13N2O at a distorted geometry (the ωB97M-V functional and the def2-TZVPD basis).

```
! wB97M-V def2-TZVPD RIJCOSX def2/J DEFGRID3
* xyz 1 1
O 1.008 0.040 -0.082
N -0.956 1.215 -0.716
N 3.091 0.349 0.654
C 2.071 -0.407 0.233
C 2.273 -1.902 0.072
C -3.204 0.654 0.171
C -1.938 0.105 -0.286
H 3.116 1.332 0.729
H 3.220 -2.145 -0.202
H -3.095 1.609 0.657
H -0.251 1.471 0.188
H 3.895 -0.035 1.157
H -4.037 0.691 -0.596
H -1.311 -0.585 0.444
H -2.074 -0.609 -1.241
H -3.625 0.104 0.990
H -0.327 0.766 -1.494
H -1.376 2.110 -1.031
H 1.604 -2.382 -0.668
H 1.916 -2.381 1.020
*
```

Computed properties:
- M (g mol⁻¹) = 105.16
- energy relative to the best compared isomer or geometry (same formula, charge and spin) (eV) = 1.821
- strongest force on any atom (eV/Å) = 4.49

Partial charges, natural (NBO), in e: -0.74 -0.74 -0.79 0.72 -0.71 -0.68 -0.23 0.41 0.23 0.23 0.49 0.41 0.25 0.25 0.23 0.26 0.48 0.43 0.25 0.25



3.
Entry from the OMol25 dataset: 2 unconnected molecules or ions with the total composition C4H13N2O (the ωB97M-V functional and the def2-TZVPD basis).

```
! wB97M-V def2-TZVPD RIJCOSX def2/J DEFGRID3
* xyz 1 1
O -1.322 -0.691 -0.862
N -2.144 -2.644 0.281
N 1.341 -0.714 -0.275
C 1.054 1.646 0.236
C 1.502 2.962 0.775
C 1.812 0.562 0.278
C -2.477 -1.568 -0.568
H -3.235 -0.939 -0.105
H 1.845 -0.976 -1.125
H 2.524 2.921 1.140
H 1.439 3.720 -0.005
H -1.486 -3.295 -0.136
H 2.807 0.535 0.697
H 0.849 3.273 1.590
H -1.804 -2.345 1.189
H 1.451 -1.491 0.381
H 0.297 -0.701 -0.524
H 0.064 1.584 -0.202
H -1.675 0.117 -1.248
H -2.843 -1.955 -1.516
*
```

Computed properties:
- M (g mol⁻¹) = 105.16
- energy relative to the best compared isomer or geometry (same formula, charge and spin) (eV) = 1.939
- strongest force on any atom (eV/Å) = 0.77

Partial charges, natural (NBO), in e: -0.80 -0.81 -0.72 -0.10 -0.65 -0.11 0.08 0.18 0.43 0.23 0.25 0.37 0.23 0.25 0.37 0.43 0.48 0.21 0.49 0.19



4.
Entry from the OMol25 dataset: a molecular structure, C4H13N2O at a distorted geometry (the ωB97M-V functional and the def2-TZVPD basis).

```
! wB97M-V def2-TZVPD RIJCOSX def2/J DEFGRID3
* xyz 1 1
O 2.776 -0.392 0.845
N 0.068 -0.134 1.211
N 1.040 1.693 -0.813
C -2.169 -0.352 0.124
C -0.302 1.190 -0.693
C -0.828 0.306 0.298
C -1.995 -1.882 -0.085
H -0.346 -0.099 2.121
H -1.389 -2.331 0.762
H 3.840 -1.132 -4.450
H -2.713 -0.191 1.091
H 2.982 -0.071 1.776
H 1.323 2.201 -0.021
H 1.793 -0.394 0.833
H -1.217 -2.031 -0.883
H -2.983 -2.422 -0.212
H 1.236 2.384 -1.605
H -2.727 0.305 -0.796
H -1.081 1.696 -1.383
H 3.087 -1.263 -4.632
*
```

Computed properties:
- M (g mol⁻¹) = 105.16
- energy relative to the best compared isomer or geometry (same formula, charge and spin) (eV) = 7.009
- strongest force on any atom (eV/Å) = 5.09

Partial charges, natural (NBO), in e: -0.96 -0.44 -0.64 -0.46 0.29 0.17 -0.61 0.39 0.23 0.01 0.26 0.47 0.43 0.47 0.23 0.27 0.43 0.23 0.24 -0.01



5.
Entry from the OMol25 dataset: 2 unconnected molecules or ions with the total composition C4H13N2O at a distorted geometry (the ωB97M-V functional and the def2-TZVPD basis).

```
! wB97M-V def2-TZVPD RIJCOSX def2/J DEFGRID3
* xyz 1 1
O 0.241 2.386 -0.930
N -2.636 -0.344 -1.200
N 2.095 0.064 -0.018
C -1.040 -0.181 0.563
C 1.327 -1.078 0.605
C 0.124 -0.620 1.417
C -1.527 -0.792 -0.518
H -0.097 3.147 -1.389
H -0.043 -1.441 2.103
H -1.561 0.705 0.916
H 2.869 0.386 0.563
H -2.961 0.593 -1.094
H 2.573 -0.235 -0.865
H -3.124 -1.022 -1.749
H -1.047 -1.624 -1.002
H 1.483 0.789 -0.412
H 1.961 -1.696 1.233
H -0.091 2.421 -0.033
H 1.087 -1.689 -0.242
H 0.368 0.230 2.052
*
```

Computed properties:
- M (g mol⁻¹) = 105.16
- energy relative to the best compared isomer or geometry (same formula, charge and spin) (eV) = 1.973
- strongest force on any atom (eV/Å) = 1.14

Partial charges, natural (NBO), in e: -0.97 -0.81 -0.69 -0.36 -0.21 -0.44 0.05 0.50 0.24 0.20 0.44 0.40 0.43 0.40 0.19 0.48 0.23 0.48 0.22 0.22



6.
Entry from the OMol25 dataset: 2 unconnected molecules or ions with the total composition C4H13N2O at a distorted geometry (the ωB97M-V functional and the def2-TZVPD basis).

```
! wB97M-V def2-TZVPD RIJCOSX def2/J DEFGRID3
* xyz 1 1
O -0.952 -2.422 2.512
N 0.033 1.691 -0.498
N -1.105 0.612 1.210
C 0.783 -0.673 -2.423
C 1.152 -0.587 -0.959
C 1.279 0.871 -0.464
C -1.067 1.396 0.138
H -0.111 -0.139 -2.756
H 1.946 1.470 -1.079
H 1.593 -0.323 -3.060
H 0.541 -1.702 -2.696
H -1.986 1.885 -0.163
H -0.153 -2.448 3.048
H 0.425 -1.094 -0.319
H -0.440 -0.155 1.287
H 2.112 -1.022 -0.686
H -0.120 2.311 -1.273
H 1.599 0.832 0.579
H -1.535 -3.076 2.894
H -1.987 0.201 1.496
*
```

Computed properties:
- M (g mol⁻¹) = 105.16
- energy relative to the best compared isomer or geometry (same formula, charge and spin) (eV) = 1.001
- strongest force on any atom (eV/Å) = 1.58

Partial charges, natural (NBO), in e: -0.97 -0.49 -0.73 -0.63 -0.41 -0.23 0.40 0.21 0.23 0.23 0.24 0.23 0.48 0.20 0.43 0.24 0.43 0.22 0.49 0.44



Q: Look up the energy relative to the best compared isomer or geometry (same formula, charge and spin) of the fourth one.
A: 7.009 eV